(1)
Here is a 7-piece molecular cluster, C29H29BN6O8 overall at a distorted geometry from the OMol25 dataset. Energies are from wB97M-V/def2-TZVPD.

```
73
Properties=species:S:1:pos:R:3:forces:R:3:mulliken_charge:R:1
N -0.2506 0.1901 -0.8571 0.3909 -0.0698 -0.2227 1.00
H -0.1409 -0.5480 -0.1482 -0.0525 0.1365 0.1080 0.25
H 0.4339 0.9621 -0.6542 -0.4210 -0.1204 0.0671 0.49
H -1.2172 0.5361 -0.9361 0.1900 -0.1063 -0.0996 0.70
H 0.0338 -0.2523 -1.7676 -0.3878 0.4185 0.3896 0.28
O -1.2993 -0.8873 4.4963 -0.5551 -0.3961 0.0661 -0.55
C -0.2466 -0.3374 4.5465 0.7650 0.4413 0.5464 0.22
O 0.5006 -0.0932 5.6228 -0.3025 -0.3706 -0.6298 -0.48
B 1.6911 0.6654 5.2224 0.5430 0.2111 0.5770 1.03
O 1.6409 0.7509 3.7344 -0.0445 0.0282 0.4449 -0.55
C 0.4932 0.2660 3.3432 0.0590 0.2712 -0.7198 0.77
O 0.0848 0.3198 2.2104 -0.3234 -0.1769 -0.1131 -0.43
O 2.9747 0.0756 5.6505 -0.5397 -0.4479 -0.5025 -0.47
C 3.6923 0.9875 6.2669 0.3694 0.5550 0.6249 0.59
O 4.7884 0.8642 6.7261 0.1087 -0.1865 -0.1842 -0.59
C 2.8302 2.2670 6.3897 0.0884 -0.0226 0.4908 0.62
O 1.6584 1.9939 5.8503 -0.3623 0.0632 -0.5941 -0.51
O 3.1313 3.2760 6.9536 0.1156 0.0769 -0.1557 -0.59
N 1.2578 -1.7849 0.3257 0.8840 -1.1170 0.7859 0.09
C 1.2716 -3.1269 0.2583 -0.5155 0.4795 -0.4940 -0.34
C 2.3545 -3.9421 0.5484 -0.5993 0.4364 -0.0541 -0.73
C 3.5128 -3.3233 0.9903 0.4345 -0.0219 -0.2454 -0.24
C 3.5487 -1.9383 1.0851 -0.5071 -0.6483 0.1887 -0.93
C 2.3856 -1.2383 0.7907 0.1611 0.6945 -0.0091 -0.27
H 0.3309 -3.5579 -0.0685 0.0444 -0.1289 -0.0546 0.47
H 2.1750 -4.9963 0.3935 0.5253 -0.1394 0.2741 0.42
H 4.4174 -3.8615 1.2448 -0.1403 -0.2587 -0.0357 0.38
H 4.4505 -1.4729 1.4537 -0.1418 0.3171 -0.0131 0.44
H 2.3464 -0.1705 0.9774 0.0272 0.0881 -0.1984 0.46
N -2.6275 -1.6576 0.2737 0.0081 0.4262 -0.3998 0.09
C -2.6538 -1.7059 1.6042 0.4485 -1.0421 -0.1595 -0.09
C -3.7738 -2.0888 2.3369 -0.1317 0.3080 -0.1736 -0.53
C -4.9546 -2.2778 1.6405 0.1604 0.1666 -0.2618 -0.35
C -4.9416 -2.1462 0.2542 -0.4070 0.2729 -0.6184 -0.54
C -3.7629 -1.8500 -0.4140 0.5823 0.0035 1.2818 -0.41
H -1.6858 -1.5794 2.0734 -0.1701 0.2932 0.2270 0.16
H -3.7222 -2.1955 3.4108 0.0717 0.1052 0.0178 0.49
H -5.8848 -2.4816 2.1530 0.0144 -0.1355 0.0256 0.39
H -5.8587 -2.2023 -0.3202 -0.0439 -0.2193 0.0856 0.39
H -3.6444 -1.7307 -1.4832 -0.4412 -0.1349 -0.1057 0.36
N 0.4058 -0.9054 -3.3957 0.6338 -0.2207 -0.6228 -0.36
C 1.6472 -0.9343 -3.8869 -0.1294 -0.2776 -0.6235 -0.19
C 2.0288 -1.7829 -4.9283 -0.1470 0.1119 0.5316 -0.69
C 1.1098 -2.7059 -5.3929 -0.1044 0.1862 -0.1461 -0.18
C -0.1999 -2.6593 -4.9166 0.5235 -0.4231 -0.0895 -0.79
C -0.4951 -1.7373 -3.9410 -0.0309 0.4864 0.9542 -0.17
H 2.3997 -0.2765 -3.4708 -0.1866 0.1661 0.2419 0.34
H 3.0402 -1.7352 -5.3053 0.0223 -0.1203 0.0077 0.40
H 1.4204 -3.4476 -6.1166 -0.1352 0.0117 -0.0916 0.39
H -0.9229 -3.3939 -5.2400 -0.1403 0.1421 -0.0477 0.39
H -1.4600 -1.6530 -3.4521 -0.2071 -0.2366 -0.3367 0.32
N -2.6869 1.2027 -2.0662 0.0045 0.0485 -0.1657 -0.23
C -2.3680 1.7130 -3.2562 -0.6553 0.4082 0.0502 -0.15
C -3.2838 2.4332 -4.0101 0.0777 -0.1527 -0.6321 -0.74
C -4.5804 2.5978 -3.5626 0.4720 -0.1676 0.2286 -0.16
C -4.9033 2.0791 -2.3138 -0.4538 0.3663 -0.8523 -0.85
C -3.9330 1.3895 -1.6154 0.1897 -0.0291 0.2594 -0.26
H -1.3728 1.5860 -3.6647 0.1713 -0.2530 0.3542 0.37
H -2.9947 2.7942 -4.9896 0.0511 0.0812 0.0673 0.36
H -5.3027 3.1061 -4.1860 -0.0938 0.0551 0.1329 0.40
H -5.9270 2.2281 -1.9973 0.1380 -0.2689 0.5396 0.38
H -4.1403 0.9630 -0.6417 -0.0520 -0.0160 0.0219 0.53
N 1.5144 2.3839 -0.3506 0.2514 0.5031 -0.2016 -0.46
C 2.4288 2.8180 -1.2346 -0.3197 -0.6245 0.4195 -0.35
C 3.2833 3.8580 -0.9564 0.1357 0.4036 0.2422 -0.68
C 3.2339 4.4035 0.3166 -0.1297 0.7107 0.2292 -0.07
C 2.2428 4.0446 1.2129 -0.2121 -0.3136 -0.4098 -0.90
C 1.3726 3.0359 0.8102 0.2719 -0.5488 -0.1489 -0.30
H 2.4971 2.2219 -2.1371 -0.0366 0.2574 -0.2214 0.34
H 3.9489 4.3203 -1.6721 0.1492 -0.4834 -0.1646 0.38
H 3.9406 5.1778 0.5897 -0.0243 0.0253 -0.0262 0.38
H 2.1280 4.5465 2.1619 0.0587 -0.1493 0.1040 0.43
H 0.5885 2.6210 1.4303 0.0023 0.2710 0.2400 0.60
```
Forces are in eV/Å.

Properties
Highest occupied orbital energy: -0.325 Eh
Relative energy (zero: lowest compared OMol25 entry of this formula, charge and spin): 46.2 kJ/mol
Frontier orbital gap: 8.79 eV
Calculated total energy: -56545.990 eV
Strongest force on any atom: 1.63 eV/Å

***

(2)
Here is one molecule with the formula CH4NOP at a distorted geometry from the OMol25 dataset. Energies are from wB97M-V/def2-TZVPD.

```
8
Properties=species:S:1:pos:R:3:forces:R:3:nbo_charge:R:1
C 1.3402 0.3797 -0.0556 -1.9561 -3.4559 -1.1813 -0.24
N -0.8945 -0.3592 0.2703 3.2245 -0.2137 -0.5544 -0.54
O 0.0166 0.7213 0.0638 -4.1059 0.9239 0.7495 -0.40
P -2.3938 -0.0423 -0.0102 -1.8746 -0.3080 -0.5191 0.69
H 1.5973 0.5182 -1.0629 0.8396 0.1875 -1.4282 0.18
H 1.3517 -0.6641 0.1990 0.8040 -0.6916 0.0322 0.19
H 1.8851 0.9129 0.5862 2.3006 2.2437 2.4754 0.18
H -2.9026 -1.4666 0.0093 0.7679 1.3141 0.4258 -0.06
```
Forces are in eV/Å.

Properties
Highest occupied orbital energy: -0.349 Eh
Relative energy (zero: lowest compared OMol25 entry of this formula, charge and spin): 386.7 kJ/mol
SMILES string: [H]/P=N/OC
Frontier orbital gap: 9.31 eV
Calculated total energy: -13924.526 eV
Strongest force on any atom: 4.27 eV/Å

***

(3)
Here is C12H26N6O6V as an isolated structure at a distorted geometry from the OMol25 dataset. Energies are from wB97M-V/def2-TZVPD.

```
51
Properties=species:S:1:pos:R:3:forces:R:3:mulliken_spin:R:1
O 3.4090 1.9980 0.2668 1.2625 -1.7368 -0.2403 0.18
H 4.3021 1.5500 0.0600 -2.0842 1.1593 0.4436 -0.01
V -0.0463 -0.1518 -0.0977 1.4183 1.0711 1.6915 1.26
N 0.5952 1.2595 1.1664 -0.2660 0.2257 0.9151 0.09
N 0.9524 -1.2937 1.1594 1.1451 -0.4794 1.6225 0.08
N -1.0514 1.0656 -1.2795 -2.0228 -0.0774 -1.7797 -0.01
N -0.7893 -1.5044 -1.3008 -2.9217 -0.8274 -1.3917 -0.02
O 0.2412 2.4815 1.1833 0.2112 -0.7014 -0.1000 0.46
O -1.1121 2.4295 -1.1787 -0.1027 -1.1733 0.2736 0.01
O -0.8218 -2.8449 -0.9257 0.5250 1.2879 -0.5069 0.01
O 0.9329 -2.5871 1.1334 0.0839 1.2667 -0.3725 0.21
C 1.7233 -0.6092 2.0539 -0.5672 -1.4290 -0.9240 -0.08
C 1.5060 0.7926 2.0735 0.4287 1.3621 -0.5874 -0.05
C -1.8570 0.4230 -2.1335 1.0030 2.6450 1.2613 -0.02
C -1.7482 -1.0318 -2.1038 1.4868 -2.1606 1.3646 0.00
C 2.1785 1.7540 2.9756 0.0210 -0.4156 0.5460 0.01
H 2.7180 2.4910 2.3717 -0.1511 -0.0470 -0.0992 0.00
H 2.8957 1.2135 3.5966 -0.0993 0.3190 -0.0642 0.00
H 1.4507 2.2454 3.6370 0.0962 -0.0052 -0.2768 0.00
C 2.7132 -1.3472 2.8847 0.0590 0.1965 0.2470 0.00
H 3.4554 -1.8291 2.2327 -0.2374 0.0628 0.1008 -0.01
H 2.2291 -2.1333 3.4793 0.0824 0.1719 -0.2008 -0.01
H 3.2339 -0.6506 3.5481 -0.0892 -0.3755 -0.1346 0.00
C -2.8893 1.1744 -2.9140 0.0134 -0.0800 -0.4154 0.00
C -2.6847 -1.9380 -2.8395 -0.2076 0.0499 -0.0733 0.00
H -2.6316 2.2400 -3.0033 -0.0380 -0.4840 0.1541 0.00
H -3.8617 1.0913 -2.4013 0.2695 0.0399 -0.0925 0.00
H -3.0139 0.7562 -3.9217 0.0413 0.0504 0.2705 0.00
H -2.6850 -2.9512 -2.4092 0.1400 0.4682 -0.1808 0.00
H -2.3213 -1.9968 -3.8781 -0.2356 -0.0915 0.1984 0.00
H -3.7215 -1.5527 -2.8597 0.5751 -0.0577 -0.0026 0.00
H -0.6675 2.6034 -0.2830 0.0924 0.3117 -0.5364 0.00
H -0.1028 -2.8680 -0.1974 -0.2524 -0.2872 -0.2291 -0.01
C 1.5036 -0.1142 -1.2234 0.3444 -0.7141 -1.0966 -0.10
H 2.0185 0.7128 -0.6832 0.4873 0.4110 0.1314 -0.02
H 1.2399 0.1557 -2.2551 0.3570 0.0486 0.2498 0.00
H 2.1002 -1.0342 -1.1888 -0.1256 0.2388 -0.1239 0.01
O 1.8570 3.9595 -0.8536 0.2465 -0.6295 0.1753 0.01
H 2.5912 3.5601 -0.3129 -0.5013 0.0643 -0.4751 0.00
H 1.6861 3.2398 -1.4827 0.1937 0.4453 0.1788 0.00
C -4.0504 -2.3447 2.8694 -0.0975 0.4689 0.9595 0.00
N -3.3813 -2.4804 1.5880 -0.0509 -0.5131 -0.5804 0.00
C -3.8492 -3.5231 0.6670 0.3101 -0.1930 -0.6474 0.00
C -2.4440 -1.6503 1.2726 1.2448 2.1193 0.4125 0.00
N -1.6579 -0.7731 1.1389 -1.9846 -2.0364 -0.2927 -0.01
H -4.8204 -3.1152 2.9079 0.1277 0.2270 0.1937 0.00
H -4.5053 -1.3512 2.9652 -0.0065 -0.2642 -0.0288 0.00
H -3.3374 -2.4773 3.6917 -0.2238 -0.0842 -0.1423 0.00
H -4.2117 -3.0903 -0.2703 -0.0726 0.0193 0.1876 0.00
H -3.0423 -4.2174 0.4181 -0.1091 0.0425 0.1542 0.00
H -4.6622 -4.0619 1.1531 0.1808 0.0902 -0.1361 0.00
```
Forces are in eV/Å.

Properties
Total charge: +1
Highest occupied orbital energy (spin up / spin down): -0.402 / -0.367 Eh
Relative energy (zero: lowest compared OMol25 entry of this formula, charge and spin): 183.1 kJ/mol
Frontier orbital gap (spin up / spin down): 5.15 / 4.37 eV
Calculated total energy: -59762.723 eV
Strongest force on any atom: 3.34 eV/Å
2S+1: 3

***

(4)
Here is a 2-piece molecular cluster, C3H11N3O overall at a distorted geometry from the OMol25 dataset. Energies are from wB97M-V/def2-TZVPD.

```
18
Properties=species:S:1:pos:R:3:forces:R:3:nbo_charge:R:1
C 1.7292 0.1931 1.8815 -0.1011 -0.0622 -0.2902 -0.68
C 0.8771 -0.2164 0.7087 -0.4473 0.9611 -0.2546 0.28
N 1.4408 1.7129 -0.7075 -0.0076 0.4250 0.1167 -0.83
C 0.7443 0.5151 -0.4177 1.0211 -0.8452 0.0482 -0.19
O 0.1080 -1.3045 0.9482 -1.9615 -0.2206 -0.9561 -0.74
H -0.8040 -1.2099 0.3949 1.9947 -0.3177 1.2038 0.50
H 1.9920 1.6568 -1.5549 -0.0293 -0.0248 0.1067 0.36
H 2.0187 2.0420 0.0543 -0.0233 -0.0529 -0.0727 0.36
H 0.2754 0.0711 -1.2863 -0.3835 0.0533 0.0503 0.20
H 1.7958 -0.6466 2.5688 0.0759 0.0007 0.0299 0.23
H 2.7310 0.4849 1.5614 0.0402 -0.0199 0.0347 0.21
H 1.2875 1.0382 2.4139 -0.0081 -0.0142 0.0648 0.22
N -2.1348 -0.6036 -0.3932 0.4210 0.9040 -0.0045 -0.69
N -2.1531 -0.9953 -1.7627 -0.2034 -0.1564 -0.1872 -0.66
H -2.8565 -0.4902 -2.3019 0.1055 -0.1880 0.2176 0.34
H -2.3481 -1.9947 -1.8151 0.1018 0.3866 0.0339 0.35
H -3.0573 -0.5760 0.0394 0.2285 0.1896 -0.1126 0.35
H -1.6461 0.3230 -0.3316 -0.8234 -1.0186 -0.0288 0.39
```
Forces are in eV/Å.

Properties
Highest occupied orbital energy: -0.259 Eh
Relative energy (zero: lowest compared OMol25 entry of this formula, charge and spin): 245.4 kJ/mol
SMILES string: C/C(O)=C\N.NN
Frontier orbital gap: 7.92 eV
Calculated total energy: -9805.458 eV
Strongest force on any atom: 2.35 eV/Å

***

- Which value of strongest force on any atom does entry 4 give?
  2.35 eV/Å